Entry 1:
16
Properties=species:S:1:pos:R:3:forces:R:3 method="wB97M-V/def2-TZVPD" homo_lumo_gap_ha=0.4618 homo_energy_ev=-11.4 smiles=CC.CC
C -0.6200 0.1094 -1.8766 -0.8 1.7 1.8
C 0.6944 0.7664 -2.2384 1.0 -1.4 5.8
H -1.3436 0.5716 -2.5355 -0.8 -0.1 0.3
H -0.6698 -0.9544 -2.0229 0.3 -0.4 -0.1
H -0.8731 0.3287 -0.7608 0.2 -0.4 -2.1
H 1.4641 0.0347 -1.9754 0.4 0.3 -0.2
H 0.9738 1.7008 -1.6895 -0.7 -0.7 0.0
H 0.7932 1.0197 -3.1704 0.3 1.0 -5.5
C -0.5647 -0.1222 2.5870 3.5 -0.5 0.1
C 0.4531 -0.7114 1.5178 -0.8 -1.1 0.2
H -1.2204 -0.9011 2.9241 -0.1 -0.3 0.7
H 0.0489 0.4289 3.3869 -1.1 -1.2 -0.8
H -1.1438 0.6201 2.1648 -1.4 1.5 -1.1
H 0.7845 0.0300 0.7458 0.3 -0.6 1.2
H 0.0232 -1.5404 0.9250 -0.7 0.7 0.0
H 1.2002 -1.3806 2.0180 0.2 1.5 -0.2

***

Entry 2:
92
Properties=species:S:1:pos:R:3:forces:R:3 method="wB97M-V/def2-TZVPD" homo_lumo_gap_ha="0.2709 / 0.2003" homo_energy_ev="-9.7 / -9.7" charge=+1 multiplicity=3
Pd -2.0341 -2.9889 1.3373 0.6 0.8 -1.8
C -1.5388 0.9105 -0.2965 -0.5 -0.1 0.9
C -0.8101 -0.4452 -0.3800 -0.8 0.0 -1.0
C 0.6433 -0.2203 -0.8152 0.2 -0.8 1.0
O -0.9136 -1.2303 0.7665 0.6 0.4 1.0
H -0.9417 1.7486 0.0702 0.4 -0.1 -0.3
H -2.3431 0.8713 0.4460 -0.1 -0.4 -0.4
H -1.9916 1.1834 -1.2467 0.1 0.1 -0.1
H -1.3409 -0.9962 -1.1709 0.2 0.0 -0.3
H 0.7977 0.2039 -1.8032 -0.3 0.1 0.0
H 1.1673 -1.1797 -0.7416 0.0 0.0 -0.3
H 1.1253 0.4156 -0.0711 0.0 0.3 -0.1
C -4.4420 2.8283 1.2260 0.4 -0.3 0.7
S -5.7821 1.8555 0.5064 0.7 0.3 0.0
O -5.8814 0.6012 1.3173 0.0 0.3 0.0
C -7.0770 2.9668 1.0304 -1.8 0.0 0.2
H -4.6248 2.9590 2.2959 -0.3 0.1 -0.1
H -4.2963 3.7892 0.7397 -0.1 -0.1 -0.2
H -3.5263 2.2386 1.1772 -0.1 0.1 -0.4
H -6.9263 4.0442 0.9912 0.7 -0.1 -0.2
H -7.4212 2.7276 2.0402 0.5 -0.2 0.1
H -7.9539 2.7699 0.4053 0.2 -0.1 -0.1
C -0.6007 3.4687 -3.1113 0.5 -0.6 0.1
S -2.3950 3.2447 -3.1686 0.5 -0.2 -0.7
O -2.9290 3.8484 -1.9216 -0.3 0.2 0.0
C -2.7261 4.3798 -4.5761 0.1 0.1 0.9
H -0.2063 2.5307 -2.7134 0.0 0.0 -0.1
H -0.2582 4.2370 -2.4189 -0.5 0.3 -0.1
H -0.1714 3.6251 -4.0981 -0.1 0.0 0.0
H -3.6644 4.1209 -5.0565 -0.1 0.1 0.2
H -1.9292 4.3823 -5.3145 0.1 -0.2 0.1
H -2.7623 5.3343 -4.0467 -0.2 0.2 -0.4
C -0.8968 -5.5400 -2.7129 0.7 1.1 0.5
S -2.1625 -4.6720 -1.7135 0.6 0.7 -1.2
O -1.4212 -4.0621 -0.5452 0.0 0.0 0.5
C -2.3612 -3.3007 -2.9162 -0.5 -0.2 0.0
H -1.3360 -5.7213 -3.6903 -0.1 -0.8 0.2
H -0.4323 -6.3371 -2.1363 -0.8 -0.6 -0.3
H -0.0307 -4.8927 -2.9013 -0.4 0.5 0.2
H -1.4185 -2.8813 -3.2625 0.2 -0.3 0.2
H -2.9569 -2.4975 -2.4834 0.0 -0.2 0.3
H -2.9203 -3.6890 -3.7701 0.0 -0.1 0.0
C 2.1957 -3.4167 1.4012 -0.7 -0.3 0.1
S 1.0783 -3.8364 2.7674 0.3 0.9 0.4
O -0.3305 -3.7529 2.2639 0.8 -1.3 0.2
C 1.5253 -5.5528 3.0231 -0.1 -0.6 -0.9
H 1.8057 -2.5019 0.9566 0.0 0.1 0.2
H 2.1591 -4.1924 0.6372 0.2 -0.1 0.1
H 3.1790 -3.2499 1.8342 0.1 -0.1 -0.1
H 2.5122 -5.5909 3.4821 -0.1 0.2 0.1
H 1.5701 -6.0945 2.0736 0.0 0.2 -0.1
H 0.7897 -6.0874 3.6200 0.0 0.4 0.3
C 5.4813 -0.7003 1.1635 -0.8 -0.2 -0.3
S 5.8067 0.3329 -0.2948 0.7 -0.3 0.0
O 5.7016 -0.5233 -1.5285 -0.8 0.5 0.6
C 4.3953 1.4663 -0.0854 0.2 -0.4 0.3
H 5.7713 -0.0918 2.0172 0.0 -0.2 0.2
H 5.9820 -1.6659 1.1287 0.7 0.4 -0.2
H 4.4238 -0.9775 1.2190 -0.1 0.4 0.0
H 4.4489 2.2004 -0.8854 -0.2 -0.1 -0.1
H 4.5497 1.9834 0.8636 0.2 0.0 0.0
H 3.4361 0.9535 -0.0028 0.0 -0.1 -0.3
C -1.5934 -0.8775 5.4557 0.1 -0.1 -0.6
S -2.8156 -1.0818 4.1369 0.1 0.5 -0.2
O -2.2658 -2.1507 3.1951 -0.3 0.7 1.5
C -2.5434 0.5103 3.2961 0.5 -0.7 -0.3
H -0.6281 -0.6021 5.0294 0.0 0.0 -0.1
H -1.5067 -1.8149 5.9984 -0.1 0.0 0.1
H -1.9604 -0.0736 6.0919 -0.1 -0.1 0.1
H -1.4935 0.6049 3.0131 0.0 -0.3 0.1
H -2.7972 1.3723 3.9070 -0.5 -0.2 0.1
H -3.1159 0.4049 2.3768 -0.3 0.3 0.2
N 1.1657 0.2339 2.5723 0.2 0.4 -0.6
C 2.4086 -0.0775 3.0405 0.4 0.2 0.5
C 3.0715 1.0918 3.3571 -0.8 -0.8 0.4
C 2.1536 2.1480 3.1048 1.1 0.5 -0.8
C 1.0535 1.6125 2.5010 -0.4 -0.9 0.3
H 0.5545 -0.3972 2.0609 -0.2 -0.1 0.1
H 2.7184 -1.0909 3.2411 -0.1 -0.1 -0.2
H 4.0487 1.1303 3.8087 0.0 0.2 0.1
H 2.4329 3.1866 3.1903 -0.4 0.1 0.0
H 0.2139 2.0240 1.9692 -0.1 0.3 0.3
N 3.6653 0.7650 -3.3694 -0.4 0.7 0.1
C 2.4588 0.7807 -4.0307 0.6 0.0 0.6
C 2.5442 1.7450 -5.0211 -0.9 -1.1 0.0
C 3.8415 2.2536 -4.9843 0.9 1.3 0.5
C 4.4783 1.7328 -3.8829 0.2 -0.9 -0.4
H 3.9015 0.2355 -2.5448 0.1 -0.3 -0.2
H 1.7206 0.0963 -3.6456 -0.3 0.2 -0.5
H 1.7612 2.0177 -5.7095 0.0 -0.1 -0.1
H 4.2712 3.0223 -5.6088 -0.2 0.0 -0.1
H 5.4656 1.8647 -3.4706 0.0 0.1 -0.2

***

Entry 3:
34
Properties=species:S:1:pos:R:3:forces:R:3 method="wB97M-V/def2-TZVPD" homo_lumo_gap_ha=0.3662 homo_energy_ev=-9.1 smiles="C=C[C@@H]1C[C@]1(C=C)P(=O)(OCC)OCC"
C 0.3081 -4.1601 1.2954 1.5 0.5 -0.3
C 0.6655 -2.9673 0.8399 0.1 0.4 -1.0
C 0.1037 -2.4653 -0.4369 -3.3 -1.8 -1.1
C 0.9169 -1.8197 -1.5185 -0.7 0.0 0.2
C -0.2786 -1.0275 -0.7849 2.1 -0.9 -0.2
C -1.5102 -0.6929 -1.5177 1.5 0.2 -0.2
C -1.8715 -1.1960 -2.6661 -0.7 -0.7 -0.4
P 0.3427 0.2729 0.2433 -4.1 -0.5 -0.2
O 1.6415 0.1230 0.8203 2.5 0.0 1.1
O 0.0761 1.5014 -0.6946 0.6 0.8 -0.5
C 0.8565 2.6929 -0.6825 0.2 0.8 -0.9
C -0.0288 3.7455 -1.3447 0.9 -0.6 0.0
O -0.9256 0.4429 1.2751 0.7 -1.5 -1.2
C -0.8172 1.3877 2.2811 -1.3 -0.3 2.4
C -1.4524 2.7072 1.9446 0.9 0.7 1.0
H 0.9069 -4.6758 2.0246 -0.3 0.0 0.5
H -0.3227 -4.7215 0.6576 -1.0 -0.7 -0.1
H 1.4786 -2.3416 1.1721 0.1 -0.1 0.8
H -0.8141 -3.1781 -0.8079 2.4 1.7 0.7
H 1.9539 -1.5298 -1.2025 -1.1 -0.2 -0.6
H 0.7157 -2.1856 -2.5760 0.5 0.8 1.5
H -1.9250 0.2451 -1.3165 -1.1 1.0 1.2
H -2.8096 -0.7787 -3.0481 0.6 -0.6 -0.7
H -1.2465 -1.9833 -3.0864 -0.8 -0.1 -0.4
H 1.1310 3.0015 0.3022 -0.1 0.0 1.0
H 1.8295 2.5230 -1.1819 -0.6 0.1 -0.2
H -0.3456 3.3817 -2.2784 -0.7 -0.8 -1.2
H -0.8866 4.0129 -0.7908 -1.0 -0.1 0.9
H 0.4076 4.6662 -1.6146 1.3 1.1 0.1
H -1.2355 0.9622 3.3010 0.5 0.7 -2.1
H 0.1873 1.5491 2.4848 2.2 0.2 0.5
H -0.9139 3.5147 2.4565 0.2 -0.1 -0.1
H -1.4862 2.9629 0.9100 -0.1 -0.2 -0.7
H -2.3932 2.7373 2.3971 -1.9 0.2 0.1

***

Number 1: DFT total energy -159.54434 Ha. Number 2: DFT total energy -4060.83821 Ha. Number 3: DFT total energy -997.56479 Ha.